Formula: C42H77F6N14P
Source: the OMol25 dataset
Level of theory: ωB97M-V/def2-TZVPD

HOMO level (Ha): -0.669
DFT total energy (a.u.): -3351.81482
Charge: +6

Geometry as XYZ:
```
140
Properties=species:S:1:pos:R:3:forces:R:3:lowdin_charge:R:1
C -0.39077 -7.10116 11.64638 0.54 0.69 -1.28 -0.032
C 0.74328 -6.40424 10.86464 1.65 -0.51 2.09 -0.192
N 0.59483 -6.23090 9.46449 -2.43 1.42 -5.98 -0.041
C 1.58732 -6.08520 8.45308 -0.70 0.12 -1.04 0.043
C 1.00057 -5.83817 7.17306 0.40 -0.13 3.99 0.025
N -0.33895 -5.76874 7.45107 -0.71 -0.97 2.48 -0.126
C -0.58309 -6.01709 8.77964 1.65 0.07 -0.83 0.028
C -1.41048 -5.33322 6.57565 0.04 1.00 -0.04 0.010
H -1.26657 -6.46542 11.51641 -0.46 -0.58 -0.09 0.072
H -0.23047 -7.13340 12.72405 0.50 -0.03 -0.23 0.097
H -0.43439 -8.10518 11.22431 -0.76 0.00 0.30 0.094
H 1.65268 -7.00512 10.85845 0.11 -0.03 0.89 0.135
H 0.98234 -5.43382 11.29965 0.02 0.03 0.02 0.138
H 2.64166 -6.10318 8.68646 -0.14 -0.25 0.12 0.133
H 1.42456 -5.58390 6.21287 0.02 -0.23 0.18 0.137
H -1.59560 -5.99986 9.15506 0.25 -0.17 0.28 0.161
H -1.51265 -4.26383 6.76019 0.25 0.24 -0.60 0.102
H -2.40022 -5.68014 6.87254 0.35 -0.85 -0.22 0.106
H -1.10093 -5.55124 5.55352 -0.54 0.04 0.07 0.110
C -3.22761 2.28008 5.69487 0.60 -0.83 0.36 -0.070
C -4.04912 2.62378 6.93060 -0.13 -0.05 -0.85 -0.167
N -3.38111 3.52001 7.86984 0.97 2.10 2.91 -0.058
C -2.52992 4.58047 7.58357 -0.25 0.94 0.73 -0.002
C -2.35466 5.37639 8.72148 -1.31 -1.88 -0.96 0.017
N -3.09169 4.78038 9.72618 -0.28 -2.41 -1.12 -0.081
C -3.68245 3.60209 9.22614 1.20 2.60 -1.87 0.065
C -3.19732 5.28470 11.11941 -0.87 -0.86 0.00 0.035
H -2.49860 1.53115 6.00428 0.61 0.39 -0.28 0.085
H -2.79503 3.14762 5.19654 0.21 -0.06 0.28 0.070
H -3.78563 1.76443 4.91331 -0.57 0.14 0.32 0.085
H -4.25219 1.74290 7.53960 -0.52 -0.05 -0.46 0.133
H -4.92722 3.12345 6.52148 -0.40 -0.06 0.79 0.135
H -2.18037 4.78933 6.58326 0.00 -0.19 0.19 0.123
H -1.89047 6.34018 8.86991 0.20 -0.27 -0.07 0.143
H -4.44012 2.95714 9.64612 0.29 0.18 0.55 0.163
H -3.13495 4.43127 11.79458 0.06 0.05 -0.06 0.105
H -4.20779 5.68658 11.19389 0.26 0.36 0.30 0.110
H -2.42007 5.99210 11.40850 -0.12 -0.01 -0.57 0.111
C 2.63039 -8.54494 -1.65623 -0.34 -0.61 0.42 -0.061
C 3.39240 -8.05084 -2.84369 0.04 -0.21 0.17 -0.182
N 2.59027 -8.15010 -4.03789 -1.94 3.64 -4.86 -0.061
C 2.09086 -9.23686 -4.69678 -0.43 -0.57 -0.28 0.005
C 1.50421 -8.88199 -5.92602 1.75 0.12 1.68 0.030
N 1.72806 -7.52260 -6.07469 1.61 0.11 2.99 -0.081
C 2.34990 -7.08013 -4.89382 -0.36 -1.77 -1.04 0.058
C 1.45579 -6.71812 -7.25888 -1.20 1.36 -0.64 -0.005
H 3.33023 -8.51539 -0.82110 -0.40 -0.26 0.23 0.095
H 2.20690 -9.53666 -1.81511 0.53 -0.31 0.17 0.080
H 1.73403 -7.96040 -1.44893 0.31 0.52 0.05 0.092
H 4.27697 -8.62805 -3.11289 0.25 0.06 0.66 0.145
H 3.64405 -7.00987 -2.64083 0.15 0.00 -0.56 0.134
H 2.27961 -10.15326 -4.15734 -0.55 -0.46 -0.68 0.142
H 1.12975 -9.49305 -6.73397 -0.11 0.02 0.25 0.142
H 2.67140 -6.06318 -4.72400 -0.12 -0.11 0.02 0.157
H 1.73432 -7.11181 -8.23639 0.32 -0.76 0.52 0.111
H 1.85384 -5.70339 -7.25685 0.73 -0.29 0.73 0.098
H 0.39605 -6.47314 -7.32993 -0.26 -0.57 0.17 0.100
C -6.74859 -3.68810 -0.20841 1.01 0.67 -0.68 -0.065
C -7.34035 -2.37534 -0.70184 0.73 0.01 0.50 -0.147
N -6.97715 -2.14940 -2.14232 0.13 -0.32 -3.12 -0.030
C -7.55547 -1.17534 -2.92724 -0.07 0.32 -1.57 0.000
C -7.13295 -1.28210 -4.28538 0.53 -0.72 3.37 0.048
N -6.20255 -2.33549 -4.27786 -2.72 1.10 3.82 -0.117
C -6.19051 -2.86094 -3.01288 -0.05 0.33 0.44 0.023
C -5.41438 -2.68988 -5.39520 0.79 -1.36 -0.42 -0.001
H -7.09575 -4.50607 -0.83969 -0.48 -0.28 0.72 0.092
H -6.79671 -3.78252 0.87642 -0.70 -0.36 -0.25 0.096
H -5.67387 -3.66470 -0.38878 0.25 0.12 -0.01 0.075
H -6.96755 -1.51476 -0.14641 0.60 -0.05 -0.12 0.126
H -8.40159 -2.29450 -0.46662 -0.29 -0.37 -1.09 0.134
H -8.23484 -0.54473 -2.37299 -0.17 0.35 -0.76 0.133
H -7.29602 -0.75101 -5.21153 -0.29 0.18 0.37 0.135
H -5.65572 -3.73662 -2.67585 0.22 0.10 -0.41 0.157
H -5.18528 -3.74500 -5.24583 0.27 -0.01 -0.47 0.111
H -4.48600 -2.11895 -5.37928 -0.14 0.03 -0.36 0.114
H -6.01423 -2.58317 -6.29902 0.32 0.12 0.01 0.117
C 3.47069 2.16823 -6.10085 0.24 0.76 0.53 -0.055
C 4.39400 3.38267 -6.21392 0.65 -0.93 -0.11 -0.183
N 4.32053 4.05839 -7.50122 -4.18 3.53 -1.65 -0.048
C 5.10947 3.99380 -8.58634 0.89 0.54 -0.67 -0.009
C 4.77458 4.99797 -9.49367 0.21 -1.83 0.64 0.035
N 3.60156 5.57938 -9.04202 1.47 -1.60 1.96 -0.092
C 3.31524 5.02061 -7.85385 2.05 -1.26 0.99 0.041
C 2.85057 6.60965 -9.67936 -1.68 0.99 -1.25 0.007
H 3.73023 1.33728 -6.75681 -0.15 0.31 -0.21 0.088
H 2.45755 2.54706 -6.23560 -0.16 -0.55 -0.12 0.076
H 3.58242 1.80972 -5.07759 -0.22 -0.11 0.02 0.081
H 5.43468 3.07642 -6.10768 0.04 0.01 -0.02 0.130
H 4.22317 4.10597 -5.41658 -0.22 0.06 -0.20 0.128
H 5.82502 3.18490 -8.59394 0.45 0.47 -0.45 0.148
H 5.31433 5.21616 -10.40332 -0.49 0.21 -0.08 0.149
H 2.53312 5.32398 -7.17366 0.02 0.02 -0.24 0.158
H 1.87660 6.77124 -9.21742 0.27 -0.16 0.58 0.106
H 2.54626 6.28801 -10.67538 0.47 -0.06 -0.15 0.118
H 3.33225 7.58423 -9.75848 0.43 -0.32 0.20 0.120
C 8.04935 5.32759 2.00025 -0.67 -0.54 0.20 -0.050
C 7.48116 4.95323 0.64608 -0.38 0.62 0.27 -0.173
N 7.71839 3.50940 0.46335 0.14 -3.24 -0.53 -0.039
C 8.89122 2.93895 -0.03620 0.55 1.51 -0.78 -0.013
C 8.77249 1.61491 -0.24136 -1.27 -0.24 0.81 0.000
N 7.49614 1.29327 0.17766 -1.85 1.70 2.21 -0.085
C 6.88778 2.43464 0.71479 1.95 -0.23 -2.42 0.052
C 6.92025 -0.07524 0.25383 0.78 -0.11 -1.00 0.025
H 9.12103 5.13075 1.97094 -0.08 0.08 0.45 0.092
H 7.50197 4.63603 2.64074 0.62 0.00 0.70 0.080
H 7.82616 6.32179 2.38736 0.13 0.09 -0.54 0.095
H 7.91829 5.56607 -0.14223 0.21 -0.63 -0.32 0.133
H 6.40408 5.10211 0.56974 0.00 -0.03 0.18 0.124
H 9.74083 3.52966 -0.34540 -0.13 0.23 0.29 0.148
H 9.47453 0.84873 -0.53547 -0.04 0.26 -0.17 0.149
H 5.87151 2.47309 1.07826 0.16 0.02 0.03 0.160
H 7.78024 -0.70244 0.01906 -0.15 -0.36 0.63 0.098
H 6.24232 -0.29190 -0.57174 -0.22 0.55 0.03 0.099
H 6.42348 -0.32907 1.19026 0.43 0.32 0.03 0.107
C -6.42013 6.94108 -3.68648 0.46 -1.03 0.24 -0.058
C -5.68869 7.61181 -2.49889 -0.66 -0.05 -1.13 -0.130
N -4.31304 7.11372 -2.31660 2.01 -1.26 0.61 -0.052
C -3.16666 7.87775 -2.13987 0.51 -0.03 -0.63 0.022
C -2.05367 7.04724 -2.07196 -2.05 -0.75 0.52 0.035
N -2.57384 5.74355 -2.03746 -2.34 1.57 -1.17 -0.098
C -3.93796 5.82939 -2.22055 1.03 0.47 0.08 0.008
C -1.83828 4.50488 -2.08900 0.37 -0.94 -0.15 -0.006
H -5.73573 6.87550 -4.53228 -0.06 0.35 -0.15 0.086
H -7.33661 7.44421 -3.99475 0.26 0.35 0.25 0.096
H -6.71727 5.90779 -3.50719 -0.01 -0.07 0.35 0.069
H -6.19004 7.48784 -1.53900 -0.16 0.42 -0.21 0.138
H -5.61019 8.63522 -2.86571 0.18 0.22 0.91 0.133
H -3.31056 8.94810 -2.13326 0.52 -0.03 -0.04 0.143
H -0.97958 7.12798 -1.99317 -0.25 0.64 0.06 0.134
H -4.65006 5.02050 -2.29119 0.35 -0.16 0.01 0.167
H -0.76240 4.66003 -2.16978 -0.14 0.38 0.43 0.101
H -2.06947 3.94066 -2.99249 -0.36 0.06 0.06 0.104
H -2.08212 3.90229 -1.21407 0.22 0.00 -0.07 0.107
P 0.18898 -2.66594 -0.73223 -0.36 -0.69 -0.30 0.214
F -0.18446 -2.00689 -2.19454 0.48 -0.52 0.77 -0.202
F 0.76408 -1.22483 -0.17979 -0.07 -0.70 -0.79 -0.201
F -1.32303 -2.23300 -0.21125 0.96 0.14 0.33 -0.217
F 0.67850 -3.35434 0.61801 -0.58 0.39 1.40 -0.171
F -0.50762 -4.11457 -1.08658 0.49 0.54 -0.98 -0.207
F 1.66008 -3.17503 -1.32126 -0.95 0.94 -0.52 -0.216
```
Positions in Å, forces in eV/Å.

Formula: C42H78FN6O12
Source: the OMol25 dataset
Level of theory: ωB97M-V/def2-TZVPD

HOMO level (Ha): -0.369
DFT total energy (a.u.): -2977.41015
Charge: +1

Geometry as XYZ:
```
139
Properties=species:S:1:pos:R:3:forces:R:3:lowdin_charge:R:1
C 2.42875 -2.70227 1.60285 -2.01 0.77 -1.52 0.063
C 1.25026 -2.43630 0.81651 1.15 -0.66 1.21 -0.095
C -0.25600 -2.70237 1.34910 1.44 -1.96 0.01 -0.127
C -0.73184 -4.07338 0.67013 2.39 1.90 -1.48 -0.211
O 0.05413 -5.21415 1.12868 -2.01 2.22 1.23 -0.081
N 0.58917 -5.82638 0.02858 -0.12 -3.06 -1.70 -0.019
O 0.41784 -7.00085 0.07168 0.77 1.94 0.17 0.119
N -2.19288 -4.41436 0.85264 0.91 -2.82 0.98 0.034
C -2.27084 -5.56864 1.84727 -2.24 -3.53 0.97 -0.097
C -2.92540 -6.80421 1.56913 0.90 2.02 0.46 0.085
C -3.01494 -3.31331 1.43765 -1.59 2.60 1.42 -0.143
F -4.42063 -3.64204 1.52521 3.27 0.08 -0.73 0.018
C -2.77437 -1.86304 0.71368 0.63 -0.57 -0.55 -0.282
C -2.81976 -1.97960 -0.88577 -0.20 -0.77 -0.55 -0.095
C -4.03169 -2.85241 -1.48059 -0.22 0.84 -1.19 -0.165
C -5.42416 -2.02217 -1.63744 -0.81 -1.00 -0.42 -0.129
C -6.46125 -2.44181 -0.49462 1.22 -1.57 0.56 -0.215
O -7.84090 -2.06768 -0.76618 -0.50 -0.22 2.41 -0.061
C -8.67125 -2.48574 0.32125 -1.15 -2.02 1.48 -0.401
C -9.94149 -1.56004 0.73521 0.95 -1.11 -1.03 0.007
O -8.52563 -3.54684 0.97221 0.49 3.61 -2.54 0.041
N -3.81694 -0.97331 1.30670 1.93 -0.32 -0.44 0.002
C -3.77505 0.42778 0.78032 -1.29 1.97 0.87 -0.220
C -5.26903 0.90272 0.32234 -0.12 0.26 0.40 -0.080
C -1.24868 -1.44990 1.15619 -0.47 0.14 1.43 -0.186
O -0.66697 -0.42724 0.31423 -0.03 0.90 1.64 -0.046
C -0.03746 0.60612 1.11731 4.32 0.71 1.20 -0.303
O 1.22161 0.67603 1.17586 -5.43 -0.55 -0.84 0.101
C -0.84298 1.69004 1.96051 -2.22 2.38 1.00 -0.082
C -1.45317 1.42849 3.38779 -0.41 3.62 -2.53 -0.034
C -2.24402 2.59552 4.04138 1.26 0.09 -2.87 -0.054
C -2.44089 3.98515 3.34067 2.04 -3.19 -1.31 -0.035
C -1.79493 4.24387 1.95831 0.23 -3.50 1.97 -0.023
C -1.00457 3.09872 1.27882 -1.23 -0.83 2.87 0.007
H 3.15175 -1.82704 1.74776 -0.30 -2.11 -1.37 0.059
H 2.68501 -3.73336 2.04261 -1.10 2.06 0.56 0.093
H 1.36656 -2.04878 -0.25779 -0.34 0.71 2.21 0.130
H -0.14326 -2.90163 2.47761 -0.26 0.23 -1.68 0.162
H -0.51854 -3.99164 -0.46269 -0.55 -0.06 1.75 0.174
H -2.54313 -4.80451 -0.03889 -0.34 0.58 0.37 0.184
H -1.82525 -5.45316 2.90430 -1.49 0.89 -1.74 0.167
H -3.71118 -7.17154 2.32658 2.35 -0.04 -0.57 0.106
H -2.69531 -7.48118 0.68264 -1.22 1.66 0.47 0.094
H -2.68329 -3.19128 2.53960 -0.42 -0.44 -1.80 0.190
H -1.84524 -2.48301 -1.26321 -1.37 0.91 0.79 0.118
H -2.85067 -0.96497 -1.43025 0.13 -1.48 1.22 0.136
H -4.21645 -3.85179 -0.96015 0.16 1.39 -0.49 0.095
H -3.73061 -3.11615 -2.56794 -0.33 0.38 1.81 0.124
H -5.88892 -2.37830 -2.63728 0.65 0.62 1.63 0.130
H -5.25881 -0.90044 -1.75578 -0.11 -1.53 0.44 0.100
H -6.42574 -3.59922 -0.43463 -0.05 1.82 -0.13 0.131
H -6.16670 -2.08627 0.56321 -0.32 -0.30 -1.82 0.111
H -10.74054 -2.31399 1.08654 1.36 1.40 -0.47 0.099
H -9.57942 -0.90405 1.59537 -0.68 -0.74 -1.29 0.092
H -10.30670 -0.98827 -0.18007 0.51 -0.49 1.47 0.086
H -3.58569 -0.92208 2.31798 -0.43 -0.05 -0.83 0.121
H -3.52192 1.11268 1.67896 -0.20 -1.09 -1.60 0.101
H -2.97989 0.63839 -0.00572 -1.15 -0.54 0.98 0.111
H -5.33076 1.17199 -0.78520 0.03 -0.53 1.48 0.070
H -5.59140 1.84668 0.90653 0.71 -1.44 -0.95 0.080
H -6.05522 0.10177 0.59992 1.43 1.21 -0.67 0.070
H -1.37848 -0.97324 2.20596 0.19 -0.94 -1.55 0.139
H -1.33391 0.40484 3.87699 -0.18 1.78 -0.59 0.093
H -2.71246 2.38226 5.06372 0.77 0.55 -1.70 0.094
H -3.06537 4.75775 3.89905 1.08 -1.11 -1.06 0.098
H -1.91438 5.25330 1.44782 0.14 -1.56 0.77 0.079
H -0.51758 3.27221 0.25029 -0.89 -0.44 1.92 0.102
C 3.24915 -5.23896 -2.08140 -0.04 0.29 0.05 -0.112
O 3.67616 -3.88644 -2.13807 0.00 -0.44 -0.07 -0.211
C 4.91243 -3.72141 -2.83631 0.04 0.67 -0.10 -0.203
C 4.68646 -2.92037 -4.11772 -0.22 -0.55 0.11 -0.206
N 3.94232 -3.70711 -5.10309 0.14 0.29 0.09 -0.054
C 3.50225 -2.92601 -6.26076 -0.29 -0.25 0.14 -0.194
C 2.45402 -1.83198 -6.00787 0.11 -0.07 -0.57 -0.215
O 1.18197 -2.33675 -5.60989 0.26 0.22 0.39 -0.176
C 1.03385 -2.52178 -4.21161 -0.27 -0.13 -0.34 -0.111
H 2.35382 -5.28649 -1.45973 0.17 0.14 -0.09 0.046
H 2.99615 -5.60818 -3.07940 0.09 -0.20 -0.01 0.084
H 4.01961 -5.87226 -1.63160 -0.02 -0.08 -0.08 0.093
H 5.40222 -4.67887 -3.04405 -0.21 0.01 -0.06 0.125
H 5.57299 -3.14843 -2.17836 0.01 -0.03 -0.03 0.119
H 5.65495 -2.63559 -4.54038 -0.06 -0.01 -0.02 0.125
H 4.14208 -2.00774 -3.85142 0.16 0.16 0.17 0.102
H 3.12431 -4.10642 -4.65545 0.12 0.02 -0.06 0.068
H 3.07724 -3.63983 -6.97365 -0.01 0.15 -0.02 0.119
H 4.37736 -2.48123 -6.74635 -0.03 0.03 0.10 0.120
H 2.28384 -1.32301 -6.96218 -0.03 -0.06 0.06 0.122
H 2.80734 -1.06037 -5.31545 -0.04 -0.12 0.17 0.109
H 1.60817 -1.79485 -3.63034 0.09 -0.07 -0.03 0.088
H 1.31524 -3.53971 -3.93208 0.12 0.03 0.25 0.068
H -0.02555 -2.39892 -3.96796 0.02 0.06 -0.09 0.077
C -1.64234 5.63358 -1.02102 -0.26 0.23 -0.13 -0.129
O -2.11160 6.76319 -0.30139 0.35 -0.37 -0.07 -0.218
C -1.06905 7.68757 0.02580 -0.28 0.62 0.16 -0.205
C -1.28474 9.00726 -0.71396 0.08 -0.52 -0.30 -0.205
N -1.03954 8.85054 -2.14881 -0.04 0.14 0.29 -0.056
C -1.44082 10.01626 -2.93988 -0.12 -0.30 -0.18 -0.195
C -2.94176 10.33632 -3.00270 0.24 0.25 -0.40 -0.219
O -3.70908 9.35356 -3.69023 0.03 0.09 0.52 -0.177
C -4.17467 8.29104 -2.87264 -0.09 -0.01 -0.45 -0.102
H -2.47656 4.94113 -1.15011 -0.01 0.10 0.07 0.098
H -1.28073 5.92614 -2.01031 0.16 -0.11 0.00 0.088
H -0.84872 5.12386 -0.46857 0.10 0.10 -0.18 0.051
H -0.07339 7.27613 -0.17316 -0.14 -0.03 -0.17 0.126
H -1.14017 7.87525 1.10175 0.03 0.01 -0.02 0.120
H -0.60108 9.76121 -0.31164 -0.03 -0.02 -0.04 0.125
H -2.31271 9.33438 -0.52440 -0.02 0.05 0.27 0.105
H -1.55303 8.04257 -2.48431 0.06 0.11 0.03 0.068
H -1.09414 9.83221 -3.96172 -0.09 0.11 0.04 0.119
H -0.89928 10.89718 -2.57879 -0.06 -0.05 0.07 0.118
H -3.05000 11.25636 -3.58635 0.00 -0.08 0.01 0.122
H -3.36900 10.55407 -2.01791 -0.01 -0.19 0.05 0.109
H -4.37670 8.61058 -1.84658 0.11 0.00 -0.01 0.089
H -3.45908 7.46574 -2.88011 -0.02 -0.10 0.24 0.067
H -5.10537 7.91738 -3.30693 0.06 0.10 0.00 0.089
C 9.43836 -1.73930 5.16795 -0.22 0.05 0.15 -0.114
O 8.53157 -0.65537 5.30489 0.35 -0.13 -0.26 -0.201
C 8.89109 0.47455 4.50784 -0.54 0.30 0.09 -0.208
C 7.83882 0.70941 3.42468 0.36 -0.46 0.05 -0.207
N 7.88946 -0.34235 2.40678 -0.21 0.27 0.07 -0.052
C 6.76878 -0.29739 1.46648 0.13 -0.36 0.14 -0.193
C 5.37131 -0.59634 2.02935 0.08 0.02 -0.51 -0.223
O 5.20717 -1.94143 2.47399 0.14 0.49 0.33 -0.229
C 5.58067 -2.16299 3.82729 -0.04 -0.36 -0.15 -0.087
H 9.14432 -2.51957 5.87212 -0.04 0.13 -0.02 0.089
H 9.39811 -2.15407 4.15672 0.19 -0.03 -0.05 0.079
H 10.45934 -1.42504 5.40304 0.02 -0.06 -0.08 0.089
H 9.89320 0.37547 4.07675 -0.13 -0.16 -0.03 0.123
H 8.90307 1.34101 5.17604 0.02 0.00 -0.05 0.121
H 8.02017 1.67901 2.95041 -0.02 -0.06 -0.02 0.123
H 6.85765 0.73881 3.91080 -0.01 0.21 0.17 0.103
H 7.88676 -1.24635 2.86711 0.06 0.12 -0.05 0.070
H 6.98395 -1.03971 0.69090 -0.14 0.05 0.00 0.117
H 6.75624 0.67934 0.97099 -0.03 0.00 0.11 0.120
H 4.65924 -0.46813 1.20618 0.04 0.00 -0.01 0.110
H 5.06612 0.11597 2.80328 0.11 -0.10 0.14 0.114
H 5.40414 -1.28801 4.45841 0.10 0.02 -0.07 0.094
H 6.62672 -2.46920 3.88594 0.04 0.12 0.22 0.073
H 4.97846 -2.99145 4.20973 -0.01 0.07 -0.07 0.086
```
Positions in Å, forces in eV/Å.

Looking at relative energy (zero: lowest compared OMol25 entry of this formula, charge and spin) for the records above, in order, we have 0.0; 569.4 kJ/mol.
Looking at largest force on an atom for the records above, in order, we have 0.1285; 0.1075 Eh/bohr.
Looking at frontier orbital gap for the records above, in order, we have 9.214; 6.317 eV.